Record 1
DFT (the ωB97M-V functional and the def2-TZVPD basis) results for a molecular structure, C16H31NO2 at a distorted geometry.

Results
Frontier orbital gap, eV: 9.02

Element x y z (Å)
C1 -5.18 4.16 3.02
C2 -4.37 4.55 1.78
C3 -3.65 3.29 1.26
C4 -2.45 2.85 2.28
C5 -1.35 1.95 1.66
H1 -0.59 1.53 2.50
H2 -0.81 2.07 0.97
C6 -2.15 0.47 1.22
C7 -1.17 -0.65 0.81
O1 -1.32 -1.77 1.22
O2 -0.28 -0.33 0.11
C8 0.82 -1.15 -0.45
C9 0.63 -1.26 -1.75
H3 -0.54 -1.99 -1.80
H4 0.49 -0.43 -2.40
C10 1.66 -2.44 -2.26
N1 2.99 -1.68 -1.95
H5 3.69 -2.39 -2.40
C11 3.14 -1.28 -0.80
C12 2.16 -0.53 -0.12
H6 2.43 -0.15 0.77
H7 2.15 0.29 -0.71
C13 4.47 -0.56 -0.95
H8 4.38 0.12 -1.61
H9 4.70 0.07 -0.29
H10 5.31 -1.04 -1.25
C14 3.76 -2.33 0.31
H11 2.61 -3.04 0.49
H12 4.20 -2.13 1.19
H13 4.32 -3.15 -0.14
C15 1.35 -2.37 -3.95
H14 1.70 -1.28 -4.37
H15 0.37 -2.63 -4.14
H16 2.23 -2.97 -4.30
C16 1.49 -3.78 -1.84
H17 1.13 -3.97 -0.81
H18 0.51 -4.12 -2.44
H19 2.27 -4.56 -1.93
H20 0.74 -2.03 0.33
H21 -2.74 -0.15 2.17
H22 -2.84 0.58 0.70
H23 -1.81 3.39 2.70
H24 -2.83 2.31 3.14
H25 -2.84 3.52 0.37
H26 -4.15 2.37 0.92
H27 -4.97 4.93 0.97
H28 -3.56 5.36 2.06
H29 -5.79 3.47 2.88
H30 -4.62 3.96 3.69
H31 -5.71 4.90 3.13

Record 2
DFT (the ωB97M-V functional and the def2-TZVPD basis) results for a molecular structure, C16H31NO3P2Ru at a distorted geometry.

Results
Frontier orbital gap (spin up / spin down), eV: 7.67 / 6.76
2S+1: 5

Element x y z (Å)
Ru1 -0.04 -0.10 0.16
P1 2.44 -0.22 -0.01
P2 -2.52 0.03 0.37
N1 -0.08 0.96 -1.28
H1 1.40 -2.63 2.43
C1 3.21 -1.70 -0.83
H2 4.31 -1.64 -0.86
H3 2.82 -1.76 -1.87
H4 2.90 -2.61 -0.29
C2 3.38 -0.17 1.59
H5 4.46 -0.35 1.43
H6 2.98 -0.94 2.27
H7 3.23 0.82 2.05
C3 3.17 1.18 -0.96
H8 4.28 1.19 -0.89
H9 2.76 2.12 -0.56
H10 2.87 1.09 -2.02
C4 -3.56 -1.34 -0.34
H11 -4.64 -1.14 -0.23
H12 -3.31 -2.28 0.18
H13 -3.31 -1.45 -1.41
C5 -3.19 0.15 2.09
H14 -4.30 0.15 2.11
H15 -2.81 1.07 2.56
H16 -2.82 -0.71 2.68
C6 -3.23 1.52 -0.45
H17 -4.31 1.62 -0.25
H18 -3.06 1.44 -1.54
H19 -2.69 2.41 -0.09
C7 -0.06 1.77 -2.38
C8 -0.02 2.08 -4.81
C9 -0.04 1.23 -3.70
C10 -0.04 3.18 -2.22
C11 -0.01 4.02 -3.35
C12 0.00 3.47 -4.64
H20 -0.01 1.65 -5.81
H21 -0.06 0.14 -3.81
H22 -0.05 3.59 -1.21
H23 0.00 5.10 -3.21
H24 0.02 4.13 -5.52
C13 0.32 -2.70 2.17
O1 0.00 -1.62 1.34
C14 0.10 -4.02 1.41
H25 -0.34 -4.78 2.09
H26 1.05 -4.41 1.01
H27 -0.60 -3.86 0.57
C15 -0.50 -2.63 3.46
H28 -1.45 -3.18 3.36
H29 -0.73 -1.57 3.70
H30 0.06 -3.05 4.30
O2 0.59 2.11 3.69
C16 0.51 1.13 2.81
O3 0.12 1.39 1.59
H31 0.79 0.13 3.10

Record 3
DFT (the ωB97M-V functional and the def2-TZVPD basis) results for a molecular structure, C16H31NP2RuS at a distorted geometry.

Results
Frontier orbital gap (spin up / spin down), eV: 4.36 / 4.72
2S+1: 5
Net charge: +2

Element x y z (Å)
P1 -0.13 -3.00 -1.18
P2 0.03 0.51 -1.01
C1 -0.75 -1.81 -2.50
C2 0.16 -0.62 -2.62
H1 -1.76 -1.49 -2.18
H2 -0.88 -2.40 -3.42
H3 1.21 -0.92 -2.75
H4 -0.09 0.00 -3.49
C3 -1.27 1.62 -1.75
H5 -1.39 2.53 -1.15
H6 -2.25 1.14 -1.86
H7 -0.92 1.92 -2.74
C4 1.36 1.60 -1.77
H8 1.10 1.80 -2.81
H9 2.32 1.08 -1.73
H10 1.48 2.55 -1.24
C5 -1.50 -4.22 -1.28
H11 -2.15 -4.15 -0.37
H12 -1.09 -5.23 -1.37
H13 -2.10 -3.91 -2.15
C6 1.48 -3.55 -1.79
H14 2.14 -2.70 -1.99
H15 1.39 -4.15 -2.70
H16 1.90 -4.15 -0.98
Ru1 -0.87 -2.80 0.75
C7 0.21 3.64 0.74
C8 -1.23 3.83 0.92
C9 -1.93 2.65 1.34
C10 -0.78 1.60 1.56
C11 0.39 2.09 0.75
C12 1.71 1.85 1.14
C13 2.20 2.90 2.02
C14 1.05 3.97 2.00
C15 0.16 -4.31 1.57
H17 0.62 4.13 -0.16
H18 -1.71 4.78 0.74
H19 -2.60 2.25 0.59
H20 -2.50 2.74 2.28
H21 -0.48 1.64 2.63
H22 -1.07 0.56 1.34
H23 -2.43 -2.91 1.17
H24 2.27 0.97 0.87
H25 3.18 3.30 1.77
H26 2.29 2.48 3.03
H27 0.43 3.94 2.90
H28 1.49 4.97 1.92
H29 1.21 -4.03 1.61
H30 0.01 -5.30 1.13
H31 -0.22 -4.31 2.61
S1 0.54 -0.13 4.28
C16 0.08 -1.12 3.13
N1 -0.31 -1.79 2.22

Record 4
DFT (the ωB97M-V functional and the def2-TZVPD basis) results for 8 unconnected molecules or ions with the total composition C16H32Br16 at a distorted geometry.

Results
Frontier orbital gap, eV: 10.11
SMILES string: BrCCBr.BrCCBr.BrCCBr.BrCCBr.BrCCBr.BrCCBr.BrCCBr.BrCCBr

Element x y z (Å)
Br1 -4.98 -2.62 -9.07
C1 -5.28 -0.84 -8.31
C2 -6.62 -0.23 -8.98
Br2 -7.12 1.38 -8.05
H1 -4.45 -0.22 -8.66
H2 -5.27 -0.84 -7.22
H3 -7.48 -0.89 -8.94
H4 -6.51 0.03 -10.03
Br3 -5.92 -0.52 7.63
C3 -4.37 0.67 7.93
C4 -3.48 0.40 6.77
Br4 -1.90 1.56 6.91
H5 -3.89 0.44 8.88
H6 -4.66 1.71 7.77
H7 -4.01 0.55 5.82
H8 -3.18 -0.64 6.80
Br5 2.51 9.92 -2.66
C5 2.00 8.01 -2.71
C6 2.27 7.39 -4.11
Br6 1.45 5.64 -4.07
H9 0.93 8.00 -2.47
H10 2.57 7.42 -1.99
H11 3.26 7.33 -4.57
H12 1.66 7.96 -4.80
Br7 -0.87 -0.71 -2.86
C7 0.55 -1.23 -1.68
C8 0.80 -0.15 -0.64
Br8 -0.76 0.13 0.60
H13 1.47 -1.43 -2.24
H14 0.18 -2.17 -1.27
H15 1.09 0.75 -1.18
H16 1.64 -0.45 -0.02
Br9 -5.04 -5.44 1.93
C9 -5.73 -5.22 0.14
C10 -4.65 -4.71 -0.89
Br10 -5.15 -4.75 -2.81
H17 -6.57 -4.53 0.13
H18 -6.12 -6.15 -0.26
H19 -3.86 -5.45 -0.76
H20 -4.22 -3.76 -0.58
Br11 8.40 -1.43 -5.06
C11 6.60 -1.93 -5.63
C12 5.79 -0.66 -5.88
Br12 4.10 -1.19 -6.75
H21 6.11 -2.50 -4.83
H22 6.64 -2.63 -6.47
H23 6.39 -0.07 -6.57
H24 5.57 -0.14 -4.94
Br13 0.41 -5.69 5.30
C13 0.64 -3.72 5.44
C14 2.17 -3.38 5.28
Br14 3.21 -3.62 6.95
H25 0.26 -3.38 6.40
H26 0.10 -3.15 4.68
H27 2.30 -2.41 4.81
H28 2.55 -4.14 4.60
Br15 3.97 2.82 4.63
C15 5.31 2.75 6.05
C16 4.60 2.99 7.38
Br16 3.70 4.80 7.45
H29 6.07 3.50 5.84
H30 5.70 1.74 6.09
H31 5.29 2.88 8.22
H32 3.85 2.22 7.54

Going through the records in order, we get molar mass values of 269.43, 448.45, 432.52, 1502.90 g/mol.
Going through the records in order, we get electronic energy values of -832.840351, -1686.238066, -1857.799486, -41813.012132 Ha.
Going through the records in order, we get energy above the lowest of the compared OMol25 structures with the same formula, charge and spin values of 431.8, 0.0, 122.7, 63.8 kcal/mol.